(A)
17
Properties=species:S:1:pos:R:3:mulliken_charge:R:1 method="wB97M-V/def2-TZVPD" total_charge=+1 e_homo_ev=-12.67 e_lumo_ev=-4.3 gap_ev=8.4
C 1.9979 -0.7638 -0.9829 0.053
C 0.0300 0.5242 -1.6252 0.489
C -0.3726 -0.4177 1.8861 -0.800
C 0.3292 -0.1782 0.5411 0.645
N 1.0998 -0.2172 -1.9295 -0.131
N 1.5554 -0.6478 0.3166 -0.083
N -0.3802 0.4452 -0.3379 -0.384
N -0.7140 1.1892 -2.4812 -0.344
S 3.3344 -1.4399 -1.4997 -0.276
S -2.0916 0.2163 2.3273 -0.156
H -0.3483 -1.6283 1.8628 0.342
H 0.0689 -0.0782 2.7992 0.383
H 1.3964 -0.1467 -2.8899 0.254
H 2.0324 -1.0464 1.1315 0.302
H -2.4935 0.6631 1.0483 0.150
H -0.3895 1.0932 -3.5023 0.265
H -1.6373 1.4873 -2.1580 0.291

=====

(B)
17
Properties=species:S:1:pos:R:3:mulliken_charge:R:1 method="wB97M-V/def2-TZVPD" total_charge=+1 e_homo_ev=-13.39 e_lumo_ev=-3.4 gap_ev=10.0
C -0.1403 -0.1734 -1.0389 0.651
C -1.3904 -0.5965 0.9226 0.418
C 1.7127 0.5741 1.3376 -0.803
C 0.5932 1.2292 0.7223 0.312
N -0.7300 -1.0311 -0.2137 -0.181
N 0.3648 0.9837 -0.6556 -0.264
N -2.3223 -1.3192 1.2752 -0.597
N 0.0521 -0.4983 -2.3408 -0.459
S -1.0005 1.0481 1.6075 -0.118
S 1.8541 2.3771 1.1513 -0.047
H 1.5786 0.0650 2.2209 0.363
H 2.4251 0.1966 0.6472 0.316
H -1.1461 -1.8568 -0.4548 0.265
H 0.9657 1.4647 -1.2995 0.357
H -3.0789 -1.0716 2.0028 0.304
H -0.4607 -1.2937 -2.8299 0.245
H 0.7228 -0.0978 -3.0540 0.236

=====

From most stable to least stable, the computed energies give (A), (B).

=====

(A)
49
Properties=species:S:1:pos:R:3:mulliken_charge:R:1 method="wB97M-V/def2-TZVPD" e_homo_ev=-8.69 e_lumo_ev=0.0 gap_ev=8.7
N -5.2546 0.3594 1.7415 -0.285
C -5.5381 -0.4321 0.6944 0.483
O -6.6499 -0.6149 0.2591 -0.622
C -4.2982 -1.1258 0.0957 -0.392
H -3.7526 -1.6399 0.8951 0.351
H -4.6267 -1.8339 -0.6662 0.275
O -3.4290 -0.2183 -0.5740 -0.325
C -2.5453 0.4610 0.1585 1.234
O -2.4765 0.3683 1.3730 -0.821
C -1.6599 1.3198 -0.6286 -0.657
C -1.8274 1.4509 -2.0075 -0.492
C -0.9944 2.2697 -2.7378 -0.802
C 0.0095 2.9753 -2.0868 -0.657
C 0.1913 2.8558 -0.7234 -0.607
C -0.6305 2.0189 0.0280 1.188
S -0.4362 1.7979 1.7593 -0.107
C 1.2031 2.5491 2.0797 -0.680
H 1.3870 2.3328 3.1334 0.435
C 2.3157 1.9338 1.2332 0.550
O 3.2209 2.6052 0.7848 -0.684
N 2.1896 0.6076 1.0706 0.192
H 1.3495 0.1750 1.4280 0.054
C 2.9856 -0.1629 0.1379 -0.344
C 3.4347 -1.4840 0.7735 -1.139
C 2.3031 -2.3867 1.2715 -0.537
C 1.7220 -3.3404 0.2242 -0.750
C 1.5121 -2.7441 -1.1711 -1.052
C 1.0578 -1.2834 -1.1870 0.045
H 0.3902 -1.0817 -0.3480 -0.050
C 2.2355 -0.3093 -1.1935 -0.863
H 2.9472 -0.6270 -1.9582 0.537
H 1.8779 0.6845 -1.4761 0.158
H 0.4822 -1.1049 -2.0988 0.481
H 0.7711 -3.3585 -1.6871 0.369
H 2.4384 -2.8200 -1.7438 0.359
H 0.7662 -3.7076 0.6055 0.333
H 2.3804 -4.2062 0.1242 0.368
H 2.6849 -2.9965 2.0937 0.413
H 1.5018 -1.7776 1.6913 0.153
H 4.0726 -1.2289 1.6229 0.465
H 4.0486 -2.0268 0.0542 0.454
H 3.8766 0.4481 -0.0512 0.411
H 1.1767 3.6300 1.9497 0.406
H 0.9801 3.4208 -0.2572 0.352
H 0.6617 3.6287 -2.6463 0.451
H -1.1242 2.3681 -3.8041 0.415
H -2.6234 0.9014 -2.4842 0.492
H -6.0033 0.8662 2.1848 0.209
H -4.3041 0.4831 2.0634 0.233

=====

(B)
49
Properties=species:S:1:pos:R:3:mulliken_charge:R:1 method="wB97M-V/def2-TZVPD" e_homo_ev=-6.69 e_lumo_ev=-1.0 gap_ev=5.6
O -5.5603 -0.2484 -5.5964 -0.698
C -4.4766 0.3118 -5.3893 0.108
O -3.7860 1.0638 -6.1210 -0.707
C -3.7883 0.0733 -4.0577 0.210
C -3.0471 -1.0899 -3.7972 -0.248
C -2.3905 -1.2645 -2.5906 -0.494
S -1.4922 -2.7968 -2.2750 -0.254
C -2.4248 -0.3065 -1.6028 -0.530
C -3.1509 0.8374 -1.8566 -0.056
C -3.8283 1.0162 -3.0484 0.742
C -4.5316 2.3420 -2.9414 0.174
O -5.5037 2.7198 -3.4830 -0.436
N -3.8290 3.0980 -1.8781 -0.451
C -3.3357 2.0442 -1.0043 0.049
O -3.1582 2.1585 0.1697 -0.529
H -3.0033 -1.8614 -4.5509 0.554
H -0.2306 -2.3429 -2.3364 0.091
H -1.9144 -0.4438 -0.6638 1.098
H -2.9836 3.4008 -2.3688 0.353
C 1.8665 1.3814 -0.6036 -1.304
C 0.9850 0.1524 -0.4099 -0.024
C 0.2858 0.0627 0.9510 -0.498
C 1.0838 0.2280 2.2337 -1.252
N 1.9605 -0.9285 2.6590 0.406
C 3.1725 -1.1252 1.7853 -0.296
C 4.1665 -0.0920 2.2712 -0.471
C 4.0030 -0.1437 3.7919 -0.623
C 2.5567 -0.5985 4.0280 -0.484
C 1.1606 -2.1849 2.7465 -1.196
H 2.6204 1.4877 0.1796 0.149
H 2.3978 1.3199 -1.5525 0.403
H 1.2663 2.2920 -0.6177 0.370
H 1.5589 -0.7554 -0.6188 0.279
H 0.1959 0.1490 -1.1626 0.241
H -0.2963 -0.8604 0.9885 0.261
H -0.4617 0.8623 0.9802 0.379
H 0.3706 0.3457 3.0497 0.404
H 1.7088 1.1199 2.2247 0.532
H 3.5387 -2.1342 1.9740 0.459
H 2.9042 -1.0341 0.7393 0.046
H 3.9172 0.8974 1.8892 0.057
H 5.1791 -0.3196 1.9473 0.550
H 4.2099 0.8173 4.2574 0.372
H 4.6918 -0.8650 4.2293 0.278
H 1.9411 0.1637 4.4957 0.284
H 2.5179 -1.5016 4.6301 0.378
H 0.8396 -2.4739 1.7501 0.425
H 0.3029 -2.0092 3.3911 0.393
H 1.7912 -2.9646 3.1642 0.504

=====

From most stable to least stable, the computed energies give (A), (B).

=====

(A)
17
Properties=species:S:1:pos:R:3:mulliken_charge:R:1 method="wB97M-V/def2-TZVPD" e_homo_ev=-9.66 e_lumo_ev=-0.4 gap_ev=9.2
C 0.9784 -1.1140 0.2987 0.153
C 1.6658 1.3235 0.1460 -0.262
C 0.2388 1.6153 -0.3919 -0.759
C -0.6212 0.7403 -0.1184 0.253
C -2.7324 -0.2770 -0.1221 0.626
C -1.6453 -1.2880 0.1244 -0.845
C -0.4673 -0.6895 0.0863 0.604
H 2.5918 -1.4743 -0.7126 0.395
H 0.8798 -1.7783 1.0338 0.447
H 1.8003 2.0256 1.2670 0.227
H 2.3297 1.5311 -0.6738 0.285
H -0.1104 2.5236 -0.6775 0.493
H -2.1134 -2.2214 0.0980 0.435
O 1.4035 -1.6863 -0.7850 -0.605
O 1.7863 0.0165 0.5764 -0.459
O -2.0494 0.8417 -0.4257 -0.381
O -3.9349 -0.0888 0.2763 -0.608

=====

(B)
17
Properties=species:S:1:pos:R:3:mulliken_charge:R:1 method="wB97M-V/def2-TZVPD" e_homo_ev=-9.09 e_lumo_ev=-0.5 gap_ev=8.6
C -2.2873 0.1199 0.0842 0.550
C -0.7694 -0.0565 -0.2244 0.141
C 0.0452 1.0985 -0.3866 -0.599
C 1.4402 1.1067 -0.0058 0.369
C 2.1214 -0.0959 -0.2018 -0.598
C 1.3844 -1.1585 0.0047 0.802
C 0.0823 -1.2218 0.0491 -0.757
H -3.1698 -2.0328 -0.2205 0.338
H -0.6312 2.0646 -0.4617 0.284
H 1.2314 2.9219 0.8633 0.433
H 3.1110 -0.2162 0.1758 0.318
H 3.0738 -1.9185 0.1764 0.302
H -0.3198 -2.0840 0.1077 0.543
O -3.4393 -0.9141 -0.0399 -0.541
O -2.7265 1.2194 0.2419 -0.444
O 2.1590 2.3357 0.0779 -0.588
O 2.0821 -2.3271 0.1503 -0.553

=====

From most stable to least stable, the computed energies give (A), (B).

=====

(A)
17
Properties=species:S:1:pos:R:3:mulliken_charge:R:1 method="wB97M-V/def2-TZVPD" e_homo_ev=-8.62 e_lumo_ev=-0.3 gap_ev=8.4
C 0.8756 -0.4125 -0.5855 -0.540
C -1.0873 -0.2550 0.7530 0.802
C -0.0836 -1.2742 0.1243 0.179
C 0.3187 2.1563 -0.3497 0.065
C 0.5016 1.0002 0.3106 -0.650
C 0.0218 -2.5316 0.5125 -1.002
O -2.0145 0.1002 -0.2247 -0.481
O 0.9653 2.6386 -1.4319 -0.471
O -1.4261 -0.3403 1.9309 -0.632
H -2.8897 0.0743 0.1893 0.334
H 1.6458 2.0043 -1.7078 0.366
H -0.4477 2.8581 -0.0452 0.353
H 1.9266 -0.6657 -0.4389 0.347
H 0.5610 -0.2165 -1.6123 0.327
H 1.0473 0.9957 1.2461 0.412
H -0.7166 -2.9492 1.1822 0.281
H 0.8019 -3.1825 0.1471 0.310

=====

(B)
17
Properties=species:S:1:pos:R:3:mulliken_charge:R:1 method="wB97M-V/def2-TZVPD" e_homo_ev=-9.59 e_lumo_ev=-0.6 gap_ev=9.0
C -0.4886 -0.2924 -0.1069 1.080
C -0.5446 1.1079 -0.5217 -0.311
C -1.2004 0.6612 0.7742 -0.819
C -0.9967 -1.5250 -0.7556 -1.441
C 1.3306 -0.4308 0.2744 0.473
C 0.9001 1.6190 -0.2618 -0.080
O 1.5174 -0.5713 1.6011 -0.434
O 2.0478 -0.9638 -0.5445 -0.567
O 1.1189 2.3967 0.6719 -0.502
H 2.3195 -1.1157 1.7075 0.345
H -1.0795 1.4734 -1.3881 0.304
H -0.7146 1.0308 1.6773 0.195
H -2.2797 0.5667 0.8456 0.315
H 1.4979 1.5554 -1.1839 0.392
H -0.2550 -1.9720 -1.4200 0.373
H -1.8757 -1.2823 -1.3662 0.374
H -1.2973 -2.2578 -0.0033 0.303

=====

From most stable to least stable, the computed energies give (B), (A).